# 1
The following is a quantum chemistry calculation of the molecule C21H28N2O4, from the OMol25 dataset.

The calculation puts the total energy at -1227.53879 Ha. Its multiplicity is 1. The calculation puts the HOMO-LUMO gap at 0.328 Ha. Its max |F| is 1.295 eV Å⁻¹.

Last column: Mulliken charge in e.
Positions of all 55 atoms, in Å:
O (-2.906, -2.415, -0.639)  -0.71
O (4.140, 1.556, -0.205)  -0.51
O (-2.108, 3.229, 0.552)  -0.64
O (2.675, 1.714, 1.566)  -0.53
N (-1.093, -1.452, 0.283)  0.22
N (-2.189, 1.090, -0.230)  0.61
C (1.358, -2.125, -1.326)  0.43
C (-2.555, 2.106, 0.597)  0.43
C (4.036, 1.697, 1.196)  -0.39
C (-3.631, 0.075, 1.299)  -0.82
C (1.968, 1.591, 0.401)  -0.03
C (2.854, 1.496, -0.671)  0.91
C (-1.352, 1.347, -1.379)  -1.85
C (0.130, 1.390, -1.079)  1.13
C (2.833, -2.585, 0.743)  -1.00
C (2.770, -2.277, -0.755)  -0.81
C (-2.338, -1.426, -0.222)  -0.48
C (-0.386, -2.709, 0.472)  -0.07
C (-3.061, -0.071, -0.130)  1.28
C (-4.177, -0.016, -1.177)  -1.56
C (-3.604, 1.578, 1.560)  -0.71
C (0.344, -3.143, -0.807)  -1.32
C (1.792, -1.849, 1.587)  0.43
C (0.485, -2.630, 1.726)  -1.32
C (0.605, 1.541, 0.226)  -0.42
C (2.399, 1.360, -1.960)  -1.00
C (1.020, 1.307, -2.141)  -0.36
H (-2.984, -0.444, 2.009)  0.28
H (-0.645, -0.597, 0.575)  -0.10
H (-1.632, 2.324, -1.795)  0.50
H (3.082, 1.293, -2.790)  0.41
H (3.290, -3.077, -1.286)  0.38
H (-1.173, -3.455, 0.650)  0.43
H (0.723, -3.649, 2.039)  0.54
H (-0.427, -3.293, -1.565)  0.51
H (-0.117, -2.182, 2.522)  0.35
H (4.540, 0.850, 1.689)  0.30
H (0.986, -1.121, -1.124)  -0.61
H (3.834, -2.325, 1.096)  0.40
H (2.712, -3.659, 0.903)  0.42
H (-4.627, -0.354, 1.370)  0.50
H (-3.351, 1.838, 2.587)  0.37
H (-1.545, 0.579, -2.132)  0.49
H (4.516, 2.637, 1.509)  0.28
H (0.633, 1.195, -3.142)  0.44
H (2.193, -1.705, 2.593)  0.46
H (1.430, -2.217, -2.412)  0.55
H (-4.785, -0.912, -1.098)  0.43
H (3.312, -1.350, -0.957)  0.28
H (-3.761, 0.018, -2.182)  0.32
H (0.826, -4.105, -0.632)  0.47
H (-4.798, 0.864, -1.024)  0.43
H (-0.057, 1.651, 1.068)  0.45
H (-4.555, 2.057, 1.321)  0.32
H (1.606, -0.859, 1.171)  -0.54

=====

# 2
The following is a quantum chemistry calculation of a structure of composition C16H25ClOSn, from the OMol25 dataset.

The calculation puts the total energy at -1373.62835 Ha. Its net charge is +2. Its multiplicity is 1. The calculation puts the HOMO-LUMO gap (spin up / spin down) at 0.197 / 0.198 Ha. Its max |F| is 2.321 eV Å⁻¹.

Last column: Mulliken charge in e.
Positions of all 44 atoms, in Å:
Sn (-0.286, -1.230, 1.390)  1.27
Cl (0.024, 0.207, -0.331)  -0.39
O (0.454, 0.976, 2.972)  -0.22
C (-1.026, 1.214, -5.148)  -1.09
C (0.120, 0.273, -5.334)  1.13
C (1.481, 0.755, -4.998)  -1.11
C (2.363, -1.024, 1.893)  -0.37
C (-2.591, -1.182, 1.085)  -0.04
C (-2.825, -0.457, 3.277)  -0.34
C (1.505, -2.717, 0.570)  -0.49
C (1.318, -3.072, 1.954)  -0.70
C (0.862, 3.279, 3.825)  -1.33
C (1.861, -2.014, 2.752)  -0.40
C (2.184, -1.446, 0.541)  -0.68
C (-2.794, -1.625, 2.474)  -0.91
C (-2.540, 0.671, 2.480)  -0.28
C (-0.151, -1.178, -5.478)  -1.10
C (0.871, 2.333, 2.644)  -0.09
C (-2.450, 0.268, 1.131)  -0.98
H (1.858, 2.202, 2.183)  0.25
H (1.290, -3.353, -0.285)  0.55
H (-0.121, 3.315, 4.297)  0.36
H (2.863, -0.103, 2.191)  0.48
H (2.046, -0.030, -4.500)  0.35
H (-0.216, -1.567, -6.494)  0.35
H (1.406, 1.548, -4.255)  0.35
H (2.080, 1.140, -5.820)  0.36
H (1.601, 2.974, 4.566)  0.38
H (-2.963, -2.670, 2.782)  0.46
H (0.607, -1.748, -4.940)  0.35
H (0.859, -3.984, 2.330)  0.54
H (-2.747, -1.759, 0.159)  0.61
H (0.196, 2.625, 1.835)  0.23
H (-0.750, 1.976, -4.413)  0.35
H (1.120, 4.287, 3.500)  0.39
H (-2.635, 1.700, 2.891)  0.45
H (-1.095, -1.412, -4.979)  0.35
H (-3.158, -0.449, 4.321)  0.48
H (-1.868, 0.675, -4.702)  0.35
H (0.434, 0.937, 3.942)  0.19
H (-2.414, 0.940, 0.262)  0.55
H (2.570, -0.937, -0.342)  0.53
H (2.044, -2.063, 3.820)  0.50
H (-1.388, 1.729, -6.048)  0.36

=====

# 3
The following is a quantum chemistry calculation of a structure of composition C41H52CsN6PSSe2, from the OMol25 dataset.

The calculation puts the total energy at -7484.55396 Ha. Its multiplicity is 1. The calculation puts the HOMO-LUMO gap at 0.203 Ha. Its max |F| is 1.244 eV Å⁻¹.

Last column: Mulliken charge in e.
Positions of all 104 atoms, in Å:
Cs (-0.024, -0.105, -0.219)  1.70
Se (3.645, 0.608, 1.638)  -0.02
Se (2.100, 2.028, 2.671)  0.15
S (-1.281, -0.734, -2.874)  -0.65
P (-1.491, 3.139, 0.200)  -0.56
N (-2.874, -1.341, -0.329)  0.01
N (-4.800, -2.354, -3.517)  0.12
N (-3.648, -1.610, -3.618)  -0.90
N (-3.360, -1.820, -1.352)  -0.10
N (2.607, 1.315, -0.882)  0.10
N (0.735, -0.385, 3.144)  0.09
C (-6.408, -3.948, -2.757)  -0.30
C (-2.403, 2.160, 2.673)  -0.21
C (-4.691, -2.531, 3.281)  -0.73
C (3.787, 2.452, -2.624)  -0.85
C (-2.899, 2.536, 1.262)  0.72
C (-0.550, 5.723, -0.390)  -0.72
C (-1.134, 3.079, -2.569)  -0.48
C (0.162, 6.390, 2.169)  -0.89
C (-1.342, 4.938, 0.664)  0.24
C (3.681, 1.428, -0.112)  -0.13
C (2.661, 1.820, -2.115)  -0.23
C (4.900, 2.568, -1.810)  -0.25
C (-3.304, 4.205, -1.853)  -0.88
C (-3.263, 4.598, -3.336)  -0.91
C (-2.976, -1.378, 2.060)  0.98
C (-3.596, 1.761, 3.542)  -0.58
C (-0.544, 7.232, -0.078)  -0.95
C (-4.357, 4.048, 2.721)  -0.55
C (-3.549, -1.775, 0.858)  -0.74
C (0.118, -1.303, 3.892)  -0.53
C (-3.073, 3.356, -4.199)  -0.79
C (-0.562, 7.510, 1.433)  -0.72
C (-4.080, -4.481, -2.495)  -0.12
C (-4.180, 3.409, 1.343)  -0.95
C (-5.771, -6.047, -1.761)  -0.60
C (-2.250, 3.125, -1.506)  0.95
C (1.192, 0.704, 3.743)  -0.01
C (0.375, 0.004, 5.865)  -0.38
C (-0.631, 5.077, 2.037)  -0.34
C (-0.091, -1.150, 5.255)  -0.56
C (-4.435, -5.694, -1.932)  -0.57
C (-4.490, 2.985, 3.823)  -1.02
C (-6.752, -5.168, -2.191)  -0.54
C (-2.845, -1.428, -2.607)  0.31
C (4.852, 2.051, -0.522)  -0.50
C (-3.541, -1.755, 3.271)  -0.13
C (1.044, 0.949, 5.102)  -0.50
C (-1.686, 2.729, -3.960)  -0.75
C (-5.265, -2.930, 2.077)  -0.71
C (-5.070, -3.578, -2.900)  0.47
C (-4.703, -2.560, 0.868)  -0.19
H (-2.727, 2.136, -1.544)  0.77
H (-1.408, 7.705, -0.551)  0.30
H (0.240, 0.153, 6.930)  0.41
H (-3.167, 1.588, 0.778)  0.02
H (-1.892, 3.002, 3.145)  0.42
H (-3.204, 3.595, -5.256)  0.48
H (-0.111, 8.480, 1.646)  0.45
H (-2.437, 5.297, -3.519)  0.25
H (-3.085, -1.435, 4.201)  0.40
H (-4.299, 3.815, -1.627)  0.33
H (-1.751, 1.646, -4.054)  0.07
H (-7.184, -3.263, -3.084)  0.35
H (5.794, 3.060, -2.170)  0.40
H (-4.231, 3.429, 4.788)  0.34
H (-5.055, 2.784, 1.133)  0.46
H (-7.798, -5.427, -2.078)  0.36
H (0.474, 5.333, -0.416)  0.41
H (-6.037, -6.996, -1.313)  0.40
H (-2.081, -0.762, 2.032)  -0.36
H (-3.262, 1.307, 4.479)  0.37
H (0.041, 4.229, 2.190)  -0.35
H (0.345, 7.684, -0.524)  0.46
H (-0.238, -2.186, 3.372)  0.49
H (-1.374, 5.044, 2.836)  0.08
H (-3.500, 4.695, 2.930)  -0.06
H (-4.175, 4.187, 0.583)  0.31
H (1.452, 1.848, 5.542)  0.43
H (-1.665, 1.354, 2.607)  -0.09
H (-0.968, 5.571, -1.382)  -0.29
H (-5.532, 2.664, 3.895)  0.36
H (-3.172, 5.103, -1.242)  0.15
H (-6.158, -3.542, 2.083)  0.41
H (-3.038, -4.234, -2.636)  0.44
H (-5.142, -2.820, 4.222)  0.41
H (-0.382, 2.348, -2.249)  -0.55
H (-5.482, -2.051, -4.184)  0.22
H (1.772, 1.699, -2.726)  0.51
H (-0.982, 3.080, -4.720)  0.46
H (-3.853, 2.630, -3.943)  0.31
H (-5.236, 4.696, 2.719)  0.59
H (-2.343, 5.374, 0.730)  0.53
H (-0.620, 4.041, -2.612)  0.38
H (-1.595, 7.557, 1.795)  0.31
H (1.165, 6.272, 1.745)  0.32
H (-5.138, -2.872, -0.073)  0.36
H (-0.606, -1.916, 5.821)  0.47
H (0.293, 6.635, 3.224)  0.49
H (3.786, 2.838, -3.634)  0.42
H (5.693, 2.126, 0.152)  0.42
H (-3.653, -6.376, -1.621)  0.39
H (-4.182, 5.126, -3.598)  0.55
H (-4.170, 0.997, 3.010)  0.14

=====

# 4
The following is a quantum chemistry calculation of a cluster of 4 separate species, C26H36F3N2O14 in total, from the OMol25 dataset.

The calculation puts the total energy at -2474.66943 Ha. Its net charge is +1. Its multiplicity is 1. The calculation puts the HOMO-LUMO gap at 0.391 Ha. Its max |F| is 1.105 eV Å⁻¹.

Last column: Mulliken charge in e.
Positions of all 81 atoms, in Å:
F (3.760, -1.538, -7.439)  -0.28
F (-1.838, -8.542, 0.498)  -0.28
F (-2.946, 3.364, 5.373)  -0.28
O (-1.156, 6.285, 5.019)  -0.34
O (-3.532, -0.095, -1.685)  -0.27
O (-1.091, -5.417, 1.732)  -0.27
O (3.966, -1.738, -4.006)  -0.21
O (5.281, -1.396, -5.772)  -0.32
O (-1.335, 0.289, -1.948)  -0.46
O (-0.065, -7.300, 1.148)  -0.30
O (-2.707, 2.064, 0.272)  -0.50
O (6.104, -1.111, -3.687)  -0.49
O (1.150, -5.460, 1.636)  -0.52
O (-1.306, 3.773, -0.078)  -0.42
O (-1.227, 4.218, 4.184)  -0.23
O (0.146, 5.763, 3.262)  -0.46
O (-3.345, -2.325, -1.530)  -0.55
N (-0.976, -2.588, 0.370)  0.19
N (0.562, -1.379, 1.268)  0.43
C (3.057, -1.064, 0.913)  -0.81
C (-2.484, 3.251, 0.315)  0.82
C (-2.791, 0.866, -3.762)  -1.37
C (3.011, 0.485, -1.153)  -1.11
C (-3.481, 4.240, 0.813)  -1.09
C (0.316, -2.551, 0.700)  -0.68
C (-1.849, 4.155, 5.458)  0.29
C (-2.432, 0.356, -2.410)  0.87
C (-0.612, -0.657, 1.304)  -0.57
C (-3.021, -1.111, 0.484)  -0.52
C (1.141, 3.617, 0.019)  -1.07
C (-1.584, -1.410, 0.739)  -0.01
C (1.756, 1.277, -0.785)  1.33
C (-2.126, -6.331, 1.328)  -0.44
C (3.131, -1.847, -5.163)  -0.43
C (1.753, 2.778, -1.104)  -0.97
C (1.824, -0.867, 1.809)  -0.93
C (5.215, -1.382, -4.415)  0.62
C (-3.305, -1.261, -0.996)  0.45
C (-2.200, 5.603, 5.720)  -0.45
C (4.145, -2.083, -6.264)  0.29
C (-1.413, -7.666, 1.427)  0.28
C (2.851, -0.934, -0.608)  -0.31
C (-0.185, 3.104, 0.534)  1.10
C (-0.661, 5.463, 4.072)  0.63
C (0.109, -6.017, 1.520)  0.69
H (0.913, 0.823, -1.303)  0.01
H (-0.311, 2.031, 0.404)  -0.75
H (-2.192, 5.873, 6.772)  0.28
H (2.785, 3.110, -1.242)  0.43
H (-3.250, -0.109, 0.837)  0.22
H (1.046, -3.327, 0.544)  0.55
H (-0.693, 0.333, 1.716)  0.75
H (-0.257, 3.315, 1.605)  0.01
H (-2.419, -6.127, 0.297)  0.28
H (3.921, 0.979, -0.818)  0.41
H (4.404, -3.130, -6.428)  0.28
H (-1.457, -8.137, 2.410)  0.31
H (3.546, -2.011, 1.133)  0.48
H (-3.655, -1.841, 0.989)  0.41
H (-3.861, 1.040, -3.832)  0.39
H (0.970, 4.623, -0.369)  0.52
H (2.418, -2.658, -5.044)  0.29
H (3.022, 0.411, -2.242)  0.26
H (-1.155, 3.718, 6.177)  0.27
H (-2.278, 1.812, -3.917)  0.36
H (3.596, -1.575, -1.083)  0.17
H (3.752, -0.285, 1.230)  0.38
H (-4.457, 3.780, 0.683)  0.36
H (2.598, -0.908, -5.320)  0.27
H (-2.990, -6.241, 1.980)  0.29
H (1.847, 3.733, 0.840)  0.38
H (-1.395, -3.380, -0.092)  0.32
H (1.248, 2.963, -2.052)  0.34
H (-2.491, 0.132, -4.505)  0.31
H (1.882, -1.298, -0.951)  0.36
H (-3.167, 5.855, 5.282)  0.28
H (1.663, 0.191, 1.978)  0.44
H (1.581, 1.174, 0.286)  -0.60
H (-3.439, 5.178, 0.268)  0.40
H (-3.329, 4.401, 1.879)  0.11
H (1.993, -1.328, 2.780)  0.41